A cluster of 2 separate species, CH8NS2 in total. Source: the Open Molecules 2025 dataset; level of theory: ωB97M-V/def2-TZVPD.

Calculated values
total charge = +1
E_HOMO = -13.29 eV
relative energy (zero: lowest compared OMol25 entry of this formula, charge and spin) = 28.3 kJ/mol

The geometry in XYZ format:
```
12
Properties=species:S:1:pos:R:3:forces:R:3:lowdin_charge:R:1
N -0.94406 -0.27380 2.30843 0.20 -0.64 -0.43 0.285
H -0.84657 -0.05452 1.29690 -0.54 -0.11 0.11 -0.035
H -0.09999 -0.81092 2.52512 0.32 0.71 0.47 0.156
H -1.10179 0.59334 2.81931 0.47 -0.06 0.29 0.156
H -1.68634 -0.93668 2.51574 -0.57 0.12 -0.35 0.154
C 0.42740 -0.26365 -2.54330 -0.61 0.48 1.54 -0.371
S 0.07976 -0.28627 -0.70421 0.63 1.01 -0.34 0.376
S 0.80069 1.62420 -0.02257 -0.05 -1.60 -0.37 0.356
H 1.46511 -0.52052 -2.69673 0.01 -0.16 -0.20 0.038
H 0.19085 0.75856 -2.81102 0.09 -0.01 -0.43 0.025
H -0.31079 -0.94987 -2.94259 0.21 -0.15 -0.29 0.036
H 2.02573 1.12015 0.25493 -0.16 0.40 0.01 -0.176
```
Positions in Å, forces in eV/Å.


A cluster of 2 separate species, CH8NS2 in total. Source: the Open Molecules 2025 dataset; level of theory: ωB97M-V/def2-TZVPD.

Calculated values
total charge = +1
E_HOMO = -13.01 eV
relative energy (zero: lowest compared OMol25 entry of this formula, charge and spin) = 178.9 kJ/mol

The geometry in XYZ format:
```
12
Properties=species:S:1:pos:R:3:forces:R:3:lowdin_charge:R:1
N 0.40873 1.98997 -1.39870 0.34 1.38 1.15 0.249
H 1.29121 1.54448 -1.64849 -0.38 -0.61 -0.22 0.149
H -0.33810 1.39243 -0.91989 0.23 -0.67 -0.82 -0.034
H 0.05356 2.56239 -2.16491 -0.13 -0.32 -0.14 0.150
H 0.68150 2.65106 -0.66142 -0.04 0.13 -0.12 0.147
C 0.40991 -2.07083 1.55570 0.21 -0.22 -0.45 -0.446
S 0.15305 -0.29839 1.28877 -1.81 -0.18 0.52 0.475
S -1.38353 -0.28566 -0.21265 2.08 -0.11 -2.68 0.316
H -0.41713 -2.71346 1.25859 -0.40 0.47 0.21 0.046
H 1.21402 -2.39921 0.89837 0.31 0.12 0.34 0.040
H 0.61478 -2.19754 2.61483 0.14 -0.13 -0.04 0.039
H -2.68801 -0.17524 -0.61019 -0.53 0.13 2.24 -0.131
```
Positions in Å, forces in eV/Å.


A cluster of 3 separate species, CH8O3 in total. Source: the Open Molecules 2025 dataset; level of theory: ωB97M-V/def2-TZVPD.

Calculated values
E_HOMO = -10.33 eV
SMILES string = CO.O.O
relative energy (zero: lowest compared OMol25 entry of this formula, charge and spin) = 22.8 kJ/mol

The geometry in XYZ format:
```
12
Properties=species:S:1:pos:R:3:forces:R:3:lowdin_charge:R:1
C -0.84514 1.14022 1.70227 -0.17 -0.07 -0.39 -0.163
O -0.97845 -0.23445 1.38404 0.10 -0.08 -0.07 -0.121
H 0.19177 1.45712 1.64649 0.27 0.11 0.11 0.070
H -1.42808 1.75496 1.00506 -0.03 0.05 0.21 0.079
H -1.20740 1.27470 2.71380 -0.08 0.09 0.11 0.076
H -0.57245 -0.35745 0.52056 -0.05 -0.10 -0.02 0.042
H 2.25832 -0.37821 -1.89621 -0.06 0.03 0.27 0.065
H 1.56606 0.91993 -1.52765 -0.11 -0.04 0.10 0.061
O 1.65706 0.00369 -1.23878 0.27 0.04 -0.38 -0.050
H -0.57031 -2.29593 -0.89548 -0.13 -0.17 -0.14 0.031
H 0.32767 -1.32624 -1.63172 -0.33 -0.10 -0.15 -0.019
O -0.39905 -1.95834 -1.78239 0.32 0.24 0.36 -0.071
```
Positions in Å, forces in eV/Å.


A cluster of 4 separate species, CH8O5 in total. Source: the Open Molecules 2025 dataset; level of theory: ωB97M-V/def2-TZVPD.

Calculated values
E_HOMO = -10.80 eV
SMILES string = O=CO.O.O.O
relative energy (zero: lowest compared OMol25 entry of this formula, charge and spin) = 0.0 kJ/mol

The geometry in XYZ format:
```
14
Properties=species:S:1:pos:R:3:forces:R:3:lowdin_charge:R:1
O -1.66186 -1.20589 -0.91816 0.15 0.07 0.20 0.037
C -1.10088 -2.19023 -0.49068 -0.36 0.13 -0.40 -0.397
O 0.00310 -2.21794 0.21123 0.18 -0.26 0.70 0.066
H -1.48333 -3.19334 -0.69738 0.07 -0.18 -0.06 0.138
H 0.14714 -1.38888 0.76578 -0.03 0.19 -0.54 0.064
H -0.06200 0.78588 1.35972 0.20 -0.24 -0.08 0.044
H 1.25216 0.19830 1.81981 0.02 -0.07 -0.01 0.074
O 0.33855 -0.05614 1.65276 -0.10 0.31 0.21 -0.034
H 0.84304 3.37506 0.65430 0.04 0.15 -0.03 0.046
H 0.15443 2.43605 -0.36694 0.25 -0.21 0.00 0.025
O 0.28529 2.60114 0.57665 -0.27 -0.02 0.15 -0.057
H 1.16307 0.11837 -1.71712 0.19 0.17 -0.02 0.049
H -0.30440 0.04931 -1.36757 -0.12 0.31 0.07 0.007
O 0.42570 0.68832 -1.48240 -0.21 -0.36 -0.17 -0.061
```
Positions in Å, forces in eV/Å.


A cluster of 4 separate species, CH8O5 in total. Source: the Open Molecules 2025 dataset; level of theory: ωB97M-V/def2-TZVPD.

Calculated values
E_HOMO = -10.29 eV
SMILES string = O=CO.O.O.O
relative energy (zero: lowest compared OMol25 entry of this formula, charge and spin) = 105.6 kJ/mol

The geometry in XYZ format:
```
14
Properties=species:S:1:pos:R:3:forces:R:3:lowdin_charge:R:1
O -0.08122 -2.27984 2.22304 1.40 0.22 0.44 0.033
C 0.95181 -1.63536 2.20656 -1.55 0.13 -0.74 -0.354
O 0.98867 -0.47281 1.47104 -0.33 -2.23 0.59 -0.001
H 1.86985 -1.98675 2.70473 -0.06 0.64 -0.11 0.136
H 0.16657 -0.71647 0.92164 0.67 1.33 0.05 0.065
H -0.64952 2.56550 0.91404 1.36 -0.26 0.96 0.011
H -1.84263 3.12245 0.32943 0.04 -0.89 -0.50 0.055
O -1.28203 2.31816 0.26487 -1.38 1.06 -0.52 -0.053
H 0.70983 2.22141 -3.54235 -0.24 -0.37 -0.01 0.044
H 0.76319 2.64544 -4.92415 1.09 2.40 -2.23 -0.018
O 0.43207 1.95761 -4.43081 -0.86 -2.04 2.26 -0.026
H -0.08963 -1.23332 -1.16249 0.67 -0.54 -0.11 0.068
H -1.25513 -0.42480 -0.92680 -0.95 0.88 0.14 0.052
O -0.73042 -1.07080 -0.47231 0.15 -0.33 -0.24 -0.011
```
Positions in Å, forces in eV/Å.


A cluster of 2 separate species, CH9N2O in total. Source: the Open Molecules 2025 dataset; level of theory: ωB97M-V/def2-TZVPD.

Calculated values
total charge = +1
E_HOMO = -15.04 eV
relative energy (zero: lowest compared OMol25 entry of this formula, charge and spin) = 51.1 kJ/mol

The geometry in XYZ format:
```
13
Properties=species:S:1:pos:R:3:forces:R:3:lowdin_charge:R:1
O 2.31519 0.41071 0.43888 -0.22 -0.28 -0.49 -0.029
H 2.97731 0.96382 0.84745 0.11 0.55 0.50 0.068
H 0.61930 0.80744 -0.31180 0.73 0.22 -0.33 0.110
H 2.85898 -0.14397 -0.12942 -0.04 -0.27 -0.12 0.070
N -0.23736 0.59350 -0.84169 0.88 -0.40 -0.09 0.195
C -0.77809 -0.59833 -0.14561 -2.24 -0.60 1.33 -0.227
N -1.50061 -0.17940 1.08904 0.11 -1.09 -1.53 0.036
H -0.05435 0.34017 -1.80908 0.59 0.03 -0.10 0.171
H -0.76252 1.45646 -0.89950 -0.93 -0.01 0.54 0.173
H -0.00272 -1.29876 0.14688 0.62 0.52 -0.26 0.130
H -1.44215 -1.16379 -0.80710 0.18 0.40 -0.33 0.132
H -2.47801 -0.14106 0.79747 -0.03 0.57 0.28 0.083
H -1.51498 -1.04678 1.62449 0.23 0.35 0.60 0.088
```
Positions in Å, forces in eV/Å.


| no. | frontier orbital gap (eV) |
| --- | --- |
| 1 | 9.3883 |
| 2 | 7.8292 |
| 3 | 10.6560 |
| 4 | 11.3599 |
| 5 | 10.6271 |
| 6 | 11.5691 |